(1)
The following is a quantum chemistry calculation of the molecule C4H9NO3, from OMol25.

Properties
* SMILES: C=CO[C@H](O)N(C)O
* HOMO level: -9.364 eV

Geometry as ORCA input:
```
! wB97M-V def2-TZVPD RIJCOSX def2/J DEFGRID3
* xyz 0 1
C 2.2834 -0.2926 -1.2475
C 1.0662 -0.8373 -1.5025
O 0.5330 -1.3296 -0.2929
C -0.7155 -0.6330 0.0137
O -1.3529 -0.3158 -1.1231
N -0.3355 0.5968 0.7219
C -1.4951 1.3437 1.1764
O 0.5111 0.3044 1.8145
H 3.0965 -0.3214 -1.9582
H 2.4838 0.1556 -0.2867
H 0.8927 -1.4560 -2.3791
H -1.2725 -1.3571 0.6405
H -0.3905 -0.1765 -1.8446
H -2.0644 0.7957 1.9430
H -2.1384 1.5364 0.3226
H -1.1471 2.2903 1.5842
H 0.0453 -0.3035 2.4177
*
```



(2)
The following is a quantum chemistry calculation of a structure of composition C56H61IN6O2SeTa, from OMol25.

Properties
* HOMO level: -9.422 eV

Geometry as ORCA input:
```
! wB97M-V def2-TZVPD RIJCOSX def2/J DEFGRID3
* xyz 1 1
Ta -0.8326 -0.0826 0.4861
C 3.6702 4.4392 -0.5649
C 3.3105 3.3819 -1.6122
C 2.7072 2.1561 -1.0052
C 3.3259 0.9848 -0.6848
C 4.7589 0.6070 -0.8844
C 5.6330 0.9384 0.3272
C 2.3509 0.1830 -0.0126
N 1.1251 0.8169 0.0543
C 1.3563 2.0430 -0.5454
C 0.4451 3.0712 -0.6342
C -0.7745 3.0961 -0.0059
C -1.6832 4.2109 -0.0483
C -1.4779 5.4564 -0.8490
C -1.8469 5.2616 -2.3215
C -2.7400 3.8735 0.7401
C -2.4620 2.5576 1.2444
C -3.3022 1.8656 2.0902
C -3.0476 0.6205 2.6039
N -1.9425 -0.1592 2.3009
C -2.0685 -1.2646 3.1195
C -1.1203 -2.2427 3.2679
C 0.1118 -2.2420 2.6587
N 0.5070 -1.3577 1.6701
C 1.8342 -1.6839 1.4518
C 2.6678 -1.0050 0.6049
C 2.2677 -2.7425 2.3196
C 1.1965 -3.0786 3.0863
C 1.1273 -4.0562 4.2163
C 0.4430 -5.3683 3.8349
C 3.6646 -3.2707 2.3952
C 3.9208 -4.4349 1.4379
C -3.2857 -1.2125 3.8755
C -3.8961 -0.0399 3.5531
C -5.1709 0.5197 4.0982
C -4.9348 1.5186 5.2332
C -3.7643 -2.2889 4.7960
C -4.3827 -3.4580 4.0245
N -1.2582 2.0858 0.7943
C -3.9920 4.6454 1.0065
C -5.1557 4.1727 0.1300
H 4.1088 5.3175 -1.0385
H 4.3888 4.0478 0.1557
H 2.7889 4.7584 -0.0063
H 4.2070 3.0955 -2.1661
H 2.6268 3.8061 -2.3510
H 5.1393 1.1246 -1.7674
H 4.8290 -0.4582 -1.1174
H 5.6168 2.0079 0.5384
H 6.6678 0.6432 0.1529
H 5.2772 0.4236 1.2217
H 0.7462 3.9500 -1.1865
H -0.4392 5.7855 -0.7640
H -2.0813 6.2595 -0.4231
H -1.2558 4.4599 -2.7668
H -1.6766 6.1749 -2.8919
H -2.8987 4.9882 -2.4212
H -4.2179 2.3506 2.3986
H -1.3179 -3.0195 3.9929
H 3.6801 -1.3667 0.4932
H 0.6069 -3.5978 5.0609
H 2.1397 -4.2615 4.5685
H -0.5257 -5.1904 3.3672
H 0.2919 -5.9964 4.7135
H 1.0445 -5.9246 3.1181
H 3.8660 -3.5904 3.4193
H 4.3728 -2.4634 2.1960
H 3.2931 -5.2894 1.6927
H 4.9628 -4.7517 1.4853
H 3.6975 -4.1533 0.4060
H -5.7928 -0.3027 4.4560
H -5.7404 0.9923 3.2933
H -4.4061 1.0438 6.0607
H -5.8804 1.9067 5.6112
H -4.3292 2.3625 4.8991
H -4.4955 -1.8710 5.4893
H -2.9364 -2.6451 5.4135
H -5.2489 -3.1251 3.4507
H -4.7049 -4.2489 4.7014
H -3.6652 -3.8826 3.3188
H -3.8065 5.7053 0.8266
H -4.2628 4.5646 2.0622
H -4.9112 4.2807 -0.9276
H -6.0571 4.7510 0.3323
H -5.3817 3.1193 0.3062
C -5.2107 -0.2991 0.1863
C -4.6820 -0.1820 -1.2073
N -5.5351 -0.3072 -2.2108
C -5.0868 -0.2638 -3.4656
C -3.7551 -0.1380 -3.8109
C -3.3528 -0.1919 -5.2630
O -2.5518 0.9108 -5.6655
C -2.8285 0.0025 -2.7626
C -1.3976 -0.0070 -3.0380
N -0.4507 -0.0470 -2.1721
C 0.8394 -0.2349 -2.7677
C 1.4980 -1.4213 -2.4645
C 2.7343 -1.7143 -3.0092
C 3.3384 -0.8067 -3.8676
C 2.6881 0.3714 -4.1914
C 1.4368 0.6603 -3.6546
I 0.5225 2.4270 -4.2934
C -3.3141 0.0200 -1.4595
O -2.4552 0.2401 -0.4642
H -6.1939 -0.7619 0.1471
H -5.3064 0.6836 0.6533
H -4.5441 -0.8977 0.8094
H -5.8379 -0.3615 -4.2427
H -4.2536 -0.2722 -5.8764
H -2.7540 -1.0821 -5.4633
H -3.0997 1.7021 -5.6828
H -1.1415 -0.0590 -4.0938
H 0.9959 -2.1172 -1.8069
H 3.2190 -2.6531 -2.7717
H 4.3063 -1.0197 -4.3022
H 3.1450 1.0698 -4.8798
Se -1.7930 -2.3625 -0.2134
C -1.0069 -4.0561 0.2281
C -1.9135 -5.0836 0.4921
C -1.4888 -6.4020 0.5490
C -0.1532 -6.7116 0.3375
C 0.7552 -5.6923 0.0995
C 0.3361 -4.3698 0.0516
H -2.9651 -4.8503 0.6095
H -2.2076 -7.1889 0.7388
H 0.1786 -7.7416 0.3580
H 1.7980 -5.9292 -0.0704
H 1.0570 -3.5897 -0.1519
*
```



(3)
The following is a quantum chemistry calculation of a cluster of 2 separate species, C5H11N in total, from OMol25.

Properties
* SMILES: C=C(C)C.C=N
* HOMO level: -9.098 eV

Geometry as ORCA input:
```
! wB97M-V def2-TZVPD RIJCOSX def2/J DEFGRID3
* xyz 0 1
C 1.0395 -0.5284 1.0658
C 0.9387 -0.2641 -0.2124
C -0.2882 -0.8194 -1.0782
C 1.8636 0.5825 -1.0292
H 0.0545 -0.8305 1.6336
H 1.8252 -0.1405 1.6916
H -0.8746 -1.5605 -0.5434
H -0.8645 -0.0262 -1.5545
H 0.2101 -1.3721 -1.8747
H 2.6195 1.0532 -0.3985
H 2.3500 -0.0187 -1.7914
H 1.3130 1.3681 -1.5443
C -1.9240 0.8091 0.8834
N -1.7632 -0.0471 1.8056
H -1.1500 1.5566 0.7647
H -2.7742 0.8774 0.2009
H -2.5754 -0.6395 1.9810
*
```



(4)
The following is a quantum chemistry calculation of a cluster of 2 separate species, C4H13N2O in total, from OMol25.

Properties
* HOMO level: -14.840 eV

Geometry as ORCA input:
```
! wB97M-V def2-TZVPD RIJCOSX def2/J DEFGRID3
* xyz 1 1
C 0.3464 0.4965 2.4909
C 0.5728 -0.4466 1.3318
C 0.9915 0.1930 0.0228
N -1.7757 -0.0445 -1.1791
C -1.2296 1.0910 -0.7533
N 0.0243 1.2417 -0.4596
H -0.2959 1.3481 2.2760
H -0.0052 -0.0273 3.3722
H 1.3094 0.9733 2.7276
H -0.2835 -1.0970 1.1077
H 1.3086 -1.2192 1.5672
H 1.1291 -0.5192 -0.7665
H 1.8658 0.8208 0.1980
H -2.7778 -0.0993 -1.1129
H -1.3609 -0.6480 -1.8825
H -1.8328 1.9817 -0.8138
H 0.3273 2.1936 -0.3075
H 0.0014 -2.5897 -2.4022
H 1.2628 -1.9223 -2.9226
O 0.4220 -1.7263 -2.4943
*
```



(5)
The following is a quantum chemistry calculation of the molecule C5H8O2S, from OMol25.

Properties
* SMILES: C/C=C(/OC)C(O)=S
* HOMO level: -8.647 eV

Geometry as ORCA input:
```
! wB97M-V def2-TZVPD RIJCOSX def2/J DEFGRID3
* xyz 0 1
C 1.9101 1.4333 -0.1161
C 0.5052 1.0533 -0.3425
C -0.0147 -0.1463 -0.3215
O -1.3639 -0.2513 -0.6286
C -2.0787 -0.3178 0.6090
C 0.6123 -1.4986 -0.2456
O -0.2614 -2.4949 -0.5006
S 2.1741 -1.6001 0.1607
H 2.2076 1.4357 0.9888
H 2.6777 1.0182 -0.7106
H 1.9438 2.5311 -0.4386
H -0.2300 1.7882 -0.5364
H -3.1183 -0.5798 0.2474
H -1.7333 -1.0490 1.4414
H -2.2219 0.6422 1.1085
H -1.0087 -1.9642 -0.7152
*
```



(6)
The following is a quantum chemistry calculation of the molecule C4H8N2, from OMol25.

Properties
* SMILES: NC/C=C1\CN1
* HOMO level: -7.869 eV

Geometry as ORCA input:
```
! wB97M-V def2-TZVPD RIJCOSX def2/J DEFGRID3
* xyz 0 1
N -1.1132 -1.1477 1.3846
C -1.5833 0.0007 0.5991
C -0.2073 0.5467 0.4976
C 0.6436 0.0038 -0.3971
C 1.0627 0.4784 -1.6974
N 2.0246 0.3452 -0.5618
H -0.8416 -0.9121 2.3308
H -0.3278 -1.5206 0.8462
H -2.3362 0.5877 1.1411
H -2.0071 -0.3739 -0.3410
H 0.1381 1.1037 1.3660
H 0.8025 1.5220 -1.8598
H 1.1838 -0.1228 -2.5858
H 2.5612 -0.5112 -0.7225
*
```



(7)
The following is a quantum chemistry calculation of a cluster of 4 separate species, C22H57Cl2N9O5P3 in total, from OMol25.

Properties
* HOMO level: -4.165 eV

Geometry as ORCA input:
```
! wB97M-V def2-TZVPD RIJCOSX def2/J DEFGRID3
* xyz -1 1
C -7.0457 6.8145 2.7215
C -8.4767 6.6783 2.2745
Cl -8.9390 5.1073 1.6961
C -9.3350 7.6927 2.2879
Cl -8.7424 9.2376 2.8465
C -10.8051 7.6449 1.8508
O -11.2534 8.6697 1.3073
O -11.4504 6.6062 2.0880
H -7.0524 7.1579 3.7563
H -6.5019 5.8797 2.6390
H -6.5483 7.6063 2.1643
O -3.5020 4.5173 3.0242
P -3.2766 3.0458 2.8364
N -4.2748 2.8322 1.4253
C -5.3472 1.9089 1.1271
C -3.7213 3.4089 0.2116
N -3.9873 2.5197 4.3120
C -4.9064 1.3997 4.4484
C -4.4535 3.5892 5.2020
N -2.3701 1.5469 2.6792
C -0.9858 1.8360 2.2489
C -2.7857 0.3285 2.0176
H -5.0191 1.0800 0.4793
H -6.1340 2.4069 0.5493
H -5.8329 1.4980 2.0057
H -2.8463 2.8416 -0.1533
H -3.4141 4.4441 0.3773
H -4.4555 3.4135 -0.5937
H -5.8472 1.5661 3.9154
H -5.1724 1.2582 5.4970
H -4.4609 0.4509 4.1535
H -5.3733 4.0566 4.8319
H -3.6991 4.3573 5.3283
H -4.6535 3.1882 6.1977
H -0.9687 2.2457 1.2295
H -0.3675 0.9374 2.2448
H -0.5158 2.5644 2.9174
H -2.7079 0.3869 0.9226
H -3.7865 0.0034 2.2816
H -2.1137 -0.4718 2.3380
O 1.0457 -0.1672 -0.3934
P 1.3927 0.8069 -1.4918
N 1.7890 -0.3812 -2.7076
C 2.9731 -0.5965 -3.5055
C 0.6314 -1.0426 -3.2919
N 2.7465 1.4834 -0.6532
C 4.0645 1.7109 -1.2275
C 2.9451 1.0073 0.7183
N 1.3773 2.1981 -2.5765
C -0.0161 2.6437 -2.8112
C 2.0967 2.3507 -3.8238
H 2.8634 -0.2307 -4.5383
H 3.1611 -1.6679 -3.6230
H 3.8778 -0.1758 -3.0784
H 0.0557 -0.3671 -3.9450
H -0.0371 -1.4175 -2.5130
H 0.9298 -1.8954 -3.9021
H 4.5587 0.7776 -1.5174
H 4.7174 2.1853 -0.4936
H 4.0468 2.4098 -2.0605
H 3.3415 -0.0159 0.7420
H 2.0231 1.0368 1.2873
H 3.6492 1.6561 1.2428
H -0.5917 1.8939 -3.3683
H -0.0434 3.5676 -3.3892
H -0.5280 2.8245 -1.8606
H 1.6316 1.8059 -4.6572
H 3.1437 2.0759 -3.7671
H 2.0772 3.4106 -4.0899
O 6.2383 -3.9737 -1.8609
P 5.5962 -5.1139 -1.1241
N 5.4611 -6.2111 -2.4751
C 4.3434 -6.9513 -3.0143
C 6.7292 -6.7717 -2.9155
N 4.1395 -4.3157 -0.6903
C 2.8031 -4.8810 -0.8076
C 4.0537 -2.9030 -1.0724
N 5.3725 -6.3138 0.1425
C 6.6529 -6.5625 0.8412
C 4.6779 -7.5791 0.0371
H 4.3569 -8.0130 -2.7222
H 4.3944 -6.9702 -4.1100
H 3.3765 -6.5301 -2.7591
H 7.1339 -7.4974 -2.1911
H 7.4719 -5.9845 -3.0630
H 6.6207 -7.2979 -3.8640
H 2.5250 -5.0780 -1.8482
H 2.0638 -4.1774 -0.4234
H 2.6671 -5.7733 -0.1990
H 3.8969 -2.7894 -2.1472
H 4.9506 -2.3619 -0.7887
H 3.2309 -2.4037 -0.5567
H 7.3881 -7.0407 0.1809
H 6.5129 -7.2203 1.6996
H 7.0833 -5.6235 1.2015
H 5.2696 -8.3526 -0.4731
H 3.7059 -7.5099 -0.4394
H 4.4906 -7.9426 1.0506
*
```



(8)
The following is a quantum chemistry calculation of the ion C3H7O2 with charge -1, from OMol25.

Properties
* SMILES: CO[C@H](C)[O-]
* HOMO level: -2.613 eV

Geometry as ORCA input:
```
! wB97M-V def2-TZVPD RIJCOSX def2/J DEFGRID3
* xyz -1 1
C 0.2661 -1.5218 0.7822
O -0.5123 -0.3702 0.8813
C 0.1447 0.8772 0.2926
C -0.4873 0.9707 -1.1554
O 1.4259 0.8573 0.3284
H -0.4200 -2.3520 1.0281
H 0.8013 -1.6144 -0.1624
H 0.9819 -1.6047 1.6211
H -0.3723 1.6790 0.8946
H -0.3550 1.9977 -1.5288
H -1.5557 0.7492 -1.1482
H 0.0827 0.3320 -1.8334
*
```



(9)
The following is a quantum chemistry calculation of a structure of composition C12H28N4O12, from OMol25.

Properties
* HOMO level: -9.322 eV

Geometry as ORCA input:
```
! wB97M-V def2-TZVPD RIJCOSX def2/J DEFGRID3
* xyz 0 1
C -1.3315 1.5036 -2.9720
N -2.5525 0.7834 -3.5690
O -2.9086 1.1097 -4.6553
O -2.9381 -0.2309 -2.9574
H -1.5199 1.6412 -1.9073
H -1.1846 2.4027 -3.5703
H -0.4338 0.8898 -3.0462
C -1.8487 -2.0122 1.8164
N -2.8456 -2.0577 0.6785
O -3.7873 -2.7643 0.8647
O -2.6660 -1.2390 -0.2129
H -1.6316 -3.0264 2.1514
H -2.2656 -1.3902 2.6084
H -0.9453 -1.5956 1.3708
C 0.4979 1.0288 2.2718
N 0.3008 -0.3943 2.5651
O 1.3194 -1.0965 2.6746
O -0.8635 -0.8389 2.6148
H 1.3797 1.1785 1.6488
H 0.6357 1.5575 3.2150
H -0.2478 1.4390 1.5908
C -4.5465 -0.4319 1.8068
N -3.5610 0.6791 1.7828
O -2.6282 0.6481 0.9977
O -3.8394 1.6450 2.4584
H -5.4943 -0.0717 1.4066
H -4.7122 -0.6328 2.8652
H -4.0608 -1.2090 1.2167
O 0.9867 1.2094 -1.9021
C 1.1636 0.9450 -0.7120
O 0.1893 0.5288 0.1574
C -1.1637 0.2996 -0.2458
C -1.9399 1.6532 -0.3042
C 2.4687 1.2538 -0.0038
H -1.5689 -0.3724 0.5107
H -1.1664 -0.1696 -1.2296
H -3.0002 1.4927 -0.4995
H -1.3216 2.2978 -0.9290
H -1.8888 2.0928 0.6918
H 2.2272 1.9174 0.8265
H 3.1533 1.6998 -0.7253
H 2.9239 0.3258 0.3420
O 3.3055 0.5471 -1.6492
C 4.2582 -0.2279 -1.5855
O 4.4989 -1.1313 -0.6273
C 3.6695 -1.2316 0.5232
C 2.2480 -1.7231 0.2304
C 5.3512 -0.3113 -2.6553
H 3.6628 -0.2520 1.0011
H 4.0715 -1.8634 1.3153
H 1.7587 -1.3251 -0.6586
H 1.7101 -1.3432 1.0990
H 2.2639 -2.8054 0.1022
H 5.7189 0.6779 -2.9283
H 4.8536 -0.8281 -3.4759
H 6.2456 -0.8715 -2.3829
*
```



(10)
The following is a quantum chemistry calculation of a cluster of 2 separate species, C5H13N2O in total, from OMol25.

Properties
* expectation value of S²: 0.76
* HOMO level (alpha / beta): -8.402 / -8.232 eV

Geometry as ORCA input:
```
! wB97M-V def2-TZVPD RIJCOSX def2/J DEFGRID3
* xyz 0 2
C 1.8062 -1.9160 -0.7517
N 1.7897 -0.6787 0.2170
C -1.4513 3.6023 1.1865
C -1.6994 2.2799 0.9431
C -1.0908 1.6191 -0.4646
O -0.5576 0.4495 -0.0584
C 0.3466 -2.4106 -0.9839
N -0.3195 -2.3731 0.3653
H 2.1872 -2.6842 -0.0641
H 2.5643 -1.7710 -1.5265
H 2.5972 -0.1739 0.0441
H -1.4369 4.0578 2.1481
H -0.9799 4.2562 0.4007
H -2.2686 1.6581 1.6376
H -1.8830 1.4016 -1.2045
H -0.4379 2.4288 -0.8438
H -0.2231 -1.8450 -1.7060
H 0.3442 -3.4843 -1.2721
H 0.1941 -2.9504 1.0518
H 0.9294 -0.0729 0.1708
H -0.4109 -1.3929 0.7104
*
```



(11)
The following is a quantum chemistry calculation of a structure of composition C14H9F8LiO5, from OMol25.

Properties
* HOMO level: -7.930 eV

Geometry as ORCA input:
```
! wB97M-V def2-TZVPD RIJCOSX def2/J DEFGRID3
* xyz 0 1
O 3.2655 -4.2453 0.5147
C 2.2558 -3.5625 0.3862
O 1.0335 -3.8352 0.3008
C 2.4692 -2.0265 0.3495
C 1.6900 -1.2324 1.0907
C 1.8507 0.2124 1.0209
O 1.6605 0.9355 2.0062
C 2.2158 0.7589 -0.3416
C 1.6701 2.0875 -0.8734
C 0.5313 2.6780 -0.0596
O -0.6286 1.8218 -0.1821
C -1.0108 1.3277 1.0484
C -2.3381 0.6055 1.0875
F -2.4235 0.3056 2.4749
F -3.3575 1.3883 0.7696
C -2.4569 -0.7750 0.3686
F -1.2234 -1.2869 0.2642
F -3.1651 -1.5890 1.1756
C -3.1711 -0.8225 -1.0107
F -4.4553 -0.4775 -0.8392
F -3.1219 -2.1156 -1.3839
C -2.5837 -0.0175 -2.1830
F -2.8692 1.2892 -2.0260
F -1.2520 -0.1779 -2.2235
C 3.0335 -0.0108 -1.0629
C 3.4925 -1.3268 -0.5025
O 4.6165 -1.7235 -0.6731
H 0.9218 -1.6667 1.7326
H 2.4627 2.8362 -0.9492
H 1.2872 1.8921 -1.8779
H 0.2443 3.6707 -0.4107
H 0.8433 2.7452 0.9795
H -0.2271 0.6293 1.3560
H -1.1073 2.1182 1.8063
H -3.0347 -0.3820 -3.1086
H 3.3836 0.2868 -2.0459
Li -0.5015 -0.3150 3.0214
*
```



Taking the records one at a time from the top gives strongest force on any atom values of 0.08656; 0.01645; 0.06215; 0.02878; 0.07763; 0.03942; 0.14809; 0.02740; 0.25338; 0.05965; 0.01262 hartree/bohr.
Taking the records one at a time from the top gives electronic energy values of -11921.89222; -147097.35271; -6851.39248; -9380.41739; -20242.83866; -7253.79456; -100294.13826; -7318.98009; -43397.66972; -10418.53429; -46843.32478 eV.